No. 1
Entry from OMol25: 6 unconnected molecules or ions with the total composition CH15N2O5 at a distorted geometry (the ωB97M-V functional and the def2-TZVPD basis).

**LUMO level**: -2.87 eV
**Max |F|**: 1.47 eV/Å
**Gap between HOMO and LUMO**: 11.21 eV
**Net charge**: +1

Last column: natural (NBO) charge in e.
Atoms and positions in Å:
1 N 0.936581 0.924424 -1.590696  -0.714
2 C 1.883130 0.905798 -0.698661  0.393
3 N 1.634064 0.609721 0.553080  -0.694
4 H 0.011343 0.532841 -1.309078  0.446
5 H 1.015396 1.132678 -2.570781  0.436
6 H 2.851336 1.301720 -0.977715  0.228
7 H 2.330817 0.714960 1.269174  0.442
8 H 0.711275 0.355497 0.810847  0.422
9 H -4.664544 0.105925 -1.320589  0.495
10 H -4.261504 -1.157419 -0.575455  0.487
11 O -3.906519 -0.454590 -1.127435  -0.971
12 H 0.260195 3.917401 0.727204  0.460
13 H -0.368242 5.290208 1.210172  0.484
14 O 0.400992 4.719139 1.226934  -0.944
15 H 1.375905 -3.446558 0.997361  0.480
16 H 0.862186 -4.486549 -0.125340  0.487
17 O 0.959034 -3.574114 0.147298  -0.968
18 H -1.236287 -1.319189 -2.442861  0.497
19 H -1.958449 -0.620079 -1.314352  0.511
20 O -1.065236 -0.844596 -1.626919  -0.982
21 H 0.094755 -1.666825 2.529679  0.478
22 H 1.191164 -1.707690 3.506571  0.487
23 O 0.942603 -1.232702 2.701567  -0.962

Forces on atoms 1 to 6 (eV/Å):
-1.2 -0.5 0.7
0.0 1.1 -0.2
0.8 0.3 -0.7
0.6 0.0 -0.8
0.6 0.1 0.0
0.2 -0.4 0.1

=====

No. 2
Entry from OMol25: 7 unconnected molecules or ions with the total composition CH16O6 (the ωB97M-V functional and the def2-TZVPD basis).

**⟨S²⟩**: 0.751
**Multiplicity**: 2
**LUMO level (alpha / beta)**: 3.36 / 3.15 eV
**Max |F|**: 0.97 eV/Å
**Gap between HOMO and LUMO (alpha / beta)**: 2.85 / 10.64 eV
**Net charge**: -1

Last column: natural (NBO) charge in e.
Atoms and positions in Å:
1 C 0.144841 2.945867 -0.423559  -0.999
2 H 0.824734 2.984482 0.421745  0.209
3 H 0.238684 2.025367 -0.997115  0.187
4 H 0.439469 3.744698 -1.107159  0.195
5 H -0.883917 3.060595 -0.084546  0.188
6 H 1.314146 -2.115067 -0.371039  0.492
7 H 0.888232 -2.453804 0.993994  0.464
8 O 0.533406 -2.478507 0.100703  -1.011
9 H -2.231913 -0.149419 -1.268699  0.488
10 H -2.858264 -1.524278 -0.976295  0.475
11 O -2.914975 -0.602244 -0.739518  -0.984
12 H -1.732828 1.529151 1.983587  0.453
13 H -2.236514 0.521834 1.000608  0.483
14 O -1.523939 0.655933 1.648025  -0.954
15 H 2.392063 0.084258 -0.691765  0.381
16 H 3.634301 -0.749423 -0.427945  0.376
17 O 2.747403 -0.809409 -0.831196  -1.318
18 H 0.232666 -1.490863 -2.637628  0.467
19 H 0.569236 0.006634 -2.673505  0.448
20 O 0.060364 -0.691941 -3.152578  -1.010
21 H -0.540824 -1.281531 3.033404  0.483
22 H 0.533717 -2.006705 3.858780  0.448
23 O 0.369907 -1.205623 3.341698  -0.963

Forces on atoms 1 to 6 (eV/Å):
0.1 0.3 -0.4
0.0 -0.3 0.1
0.1 -0.2 0.3
-0.2 0.2 0.1
0.0 0.1 0.0
-0.4 0.1 0.0

=====

No. 3
Entry from OMol25: 7 unconnected molecules or ions with the total composition CH16O7 at a distorted geometry (the ωB97M-V functional and the def2-TZVPD basis).

**LUMO level**: 0.22 eV
**Max |F|**: 1.23 eV/Å
**Gap between HOMO and LUMO**: 10.97 eV
**Net charge**: 0

Last column: natural (NBO) charge in e.
Atoms and positions in Å:
1 C 2.765243 -0.728459 -0.656801  -0.257
2 O 1.338406 -0.752381 -0.564981  -0.730
3 H 3.185275 -1.173760 0.239717  0.166
4 H 3.012462 -1.408201 -1.468250  0.188
5 H 3.161480 0.265010 -0.802646  0.164
6 H 1.037053 0.029425 -0.133143  0.470
7 O -2.056691 -2.774139 1.043393  -0.949
8 H -2.326690 -3.363952 0.349234  0.487
9 H -2.698297 -2.853876 1.755163  0.485
10 O -1.238332 -0.161417 0.578478  -1.017
11 H -1.257334 0.393114 1.367408  0.487
12 H -1.601079 -1.043371 0.768178  0.504
13 O 0.161496 1.462782 -1.973223  -0.972
14 H -0.767878 1.540783 -2.203980  0.480
15 H 0.370163 0.520005 -1.961653  0.488
16 O -0.565464 1.998636 2.645370  -0.940
17 H 0.192771 1.438638 2.832543  0.472
18 H -0.404836 2.319969 1.750942  0.479
19 O 2.077171 2.674342 0.324409  -0.922
20 H 2.795059 2.070859 0.538094  0.457
21 H 1.471447 2.042630 -0.054643  0.465
22 O -3.255567 -0.836872 -1.618519  -0.951
23 H -2.881067 -0.233367 -0.962019  0.486
24 H -2.514791 -1.426398 -1.793069  0.461

Forces on atoms 1 to 6 (eV/Å):
-0.7 -0.9 0.2
0.7 -0.6 -0.8
0.2 0.1 0.3
0.2 0.3 -0.2
0.2 0.3 -0.3
-0.7 0.6 0.7

=====

No. 4
Entry from OMol25: a molecular structure, CH17O8 at a distorted geometry (the ωB97M-V functional and the def2-TZVPD basis).

**LUMO level**: 2.69 eV
**Max |F|**: 7.82 eV/Å
**Gap between HOMO and LUMO**: 8.00 eV
**Net charge**: -1

Last column: natural (NBO) charge in e.
Atoms and positions in Å:
1 C 0.000922 -0.559958 -0.391952  -0.303
2 O 0.150078 0.167063 0.815653  -0.822
3 H 0.519485 -0.015085 -1.180811  0.155
4 H 0.307472 -1.602566 -0.307641  0.144
5 H -1.033209 -0.702795 -0.705437  0.165
6 O 0.670218 -2.576962 1.334106  -0.921
7 H 0.364291 -1.734103 0.999085  0.479
8 H 0.932054 -3.064817 0.553289  0.436
9 O -1.972798 -0.128725 1.553562  -0.950
10 H -1.146595 -0.074145 1.073312  0.432
11 H -2.565780 -0.588768 0.959455  0.433
12 O -1.192313 2.135452 0.509536  -0.985
13 H -0.873039 1.234479 0.560044  0.467
14 H -0.630821 2.623166 1.112103  0.457
15 O 0.168650 0.037169 2.891168  -0.987
16 H -0.167722 -0.038583 1.998216  0.453
17 H 0.990090 0.519642 2.798050  0.442
18 O 1.954928 1.223882 0.365431  -1.005
19 H 1.308027 0.523581 0.451032  0.458
20 H 1.562567 1.838543 -0.254637  0.448
21 O -1.239035 -0.055670 -2.953574  -0.932
22 H -0.878504 -0.929835 -2.804995  0.465
23 H -2.185086 -0.167126 -2.859781  0.471
24 O 2.018431 0.752000 -2.255070  -0.931
25 H 1.207390 1.113440 -2.612572  0.464
26 H 1.730297 0.070721 -1.647573  0.467

Forces on atoms 1 to 6 (eV/Å):
-0.6 0.2 -0.6
-1.0 -4.0 -6.6
-1.2 -0.6 0.4
0.6 0.5 -1.2
-0.3 0.6 0.1
0.3 -1.3 0.8

=====

No. 5
Entry from OMol25: 10 unconnected molecules or ions with the total composition CH22N2O10 at a distorted geometry (the ωB97M-V functional and the def2-TZVPD basis).

**LUMO level**: 0.02 eV
**Max |F|**: 2.62 eV/Å
**Gap between HOMO and LUMO**: 9.93 eV
**Net charge**: 0

Last column: natural (NBO) charge in e.
Atoms and positions in Å:
1 N 1.142823 -1.961803 0.913428  -0.857
2 C 0.354960 -1.707493 -0.178169  0.797
3 N -1.013767 -1.564142 0.122256  -0.862
4 O 0.643849 -1.775637 -1.366706  -0.730
5 H 2.160509 -1.822514 0.792742  0.441
6 H 0.697373 -1.847917 1.806006  0.408
7 H -1.623803 -1.374822 -0.664155  0.417
8 H -1.294156 -1.029832 0.935763  0.378
9 O 1.210849 1.899185 -1.354960  -0.987
10 H 0.867713 1.864821 -0.436227  0.504
11 H 2.048388 2.327346 -1.133293  0.477
12 O 3.114924 -1.012003 -2.771774  -0.962
13 H 2.247493 -1.423910 -2.893188  0.494
14 H 2.903466 -0.109641 -3.039739  0.479
15 O 3.514919 -2.470035 -0.481729  -0.973
16 H 2.751129 -2.898608 -0.886277  0.475
17 H 3.748017 -1.806914 -1.155234  0.504
18 O -2.568707 0.179258 -1.870104  -1.012
19 H -3.132064 0.028983 -2.629725  0.481
20 H -1.657365 0.427357 -2.108984  0.506
21 O -1.535881 2.692140 2.912963  -0.987
22 H -2.191411 2.878452 2.208262  0.505
23 H -1.335310 3.510996 3.373756  0.478
24 O -0.154743 0.154152 -3.113977  -1.017
25 H 0.351685 0.881356 -2.685946  0.506
26 H -0.058472 -0.687831 -2.612114  0.504
27 O -3.528225 2.971949 1.081324  -0.940
28 H -3.634781 2.012310 0.969874  0.488
29 H -3.183847 3.228294 0.217499  0.488
30 O 0.670232 2.072423 1.396914  -0.994
31 H 0.738315 1.144907 1.630987  0.473
32 H 0.019862 2.469680 2.018592  0.509
33 O -0.643672 -2.398070 3.304076  -0.957
34 H -0.435562 -1.771355 4.002979  0.476
35 H -1.194754 -3.081083 3.694888  0.489

Forces on atoms 1 to 6 (eV/Å):
0.6 1.0 -1.2
-2.4 -0.6 0.7
0.5 0.4 0.3
1.2 -0.3 -0.1
-0.7 -0.4 0.1
0.0 -0.3 0.2

=====

No. 6
Entry from OMol25: 12 unconnected molecules or ions with the total composition CH25O12 at a distorted geometry (the ωB97M-V functional and the def2-TZVPD basis).

**LUMO level**: 2.68 eV
**Max |F|**: 11.79 eV/Å
**Gap between HOMO and LUMO**: 8.85 eV
**Net charge**: -1

Last column: natural (NBO) charge in e.
Atoms and positions in Å:
1 C -0.046794 0.086289 0.029572  -0.230
2 O 0.741697 -0.988323 0.385831  -0.988
3 H -1.144997 -0.249994 0.237801  0.100
4 H 0.273856 0.355365 -1.073464  0.143
5 H 0.166088 0.803436 0.637172  0.143
6 O 2.556798 -0.940528 -2.647588  -0.988
7 H 1.969621 -1.091171 -1.920251  0.503
8 H 3.338827 -1.551171 -2.779236  0.494
9 O 0.514748 3.611826 0.733224  -0.927
10 H 0.981630 3.586221 1.513949  0.461
11 H 0.722032 2.787901 0.301489  0.465
12 O -4.354457 -1.093474 0.601210  -0.976
13 H -5.005728 -1.417471 -0.068952  0.464
14 H -3.596051 -0.684532 0.015739  0.498
15 O -0.711676 -1.554407 2.524844  -1.012
16 H -0.058975 -1.194557 1.805274  0.494
17 H -1.404083 -1.859299 1.969720  0.457
18 O 1.680051 -0.040641 3.387405  -0.935
19 H 2.161899 -0.033977 2.627607  0.474
20 H 0.904514 -0.295140 3.285240  0.452
21 O 1.093423 -3.454174 -0.856437  -0.968
22 H 1.879335 -3.813514 -0.403421  0.459
23 H 0.924464 -2.641474 -0.522652  0.492
24 O -3.733251 1.935883 1.443249  -0.980
25 H -3.131548 1.049385 1.608513  0.508
26 H -4.634403 1.895448 1.481820  0.472
27 O -2.582866 -1.354327 -1.347648  -0.976
28 H -2.270469 -2.038576 -1.959570  0.486
29 H -1.746173 -1.045341 -0.937683  0.488
30 O 3.004264 0.389552 0.803078  -1.028
31 H 2.076429 -0.045368 0.613037  0.500
32 H 3.599214 -0.353128 0.776376  0.466
33 O -0.364720 2.701287 -2.859652  -0.934
34 H -1.142961 2.458796 -2.373165  0.459
35 H 0.259251 2.176190 -2.500170  0.473
36 O 2.334400 1.650578 -1.692441  -0.949
37 H 2.243820 1.427035 -0.818265  0.466
38 H 2.502791 0.825393 -2.021557  0.475

Forces on atoms 1 to 6 (eV/Å):
-1.2 -5.3 -4.9
1.0 -0.4 0.2
1.2 1.4 -0.7
-1.7 0.1 1.7
0.7 5.3 3.6
1.9 0.1 -1.9

=====

No. 7
Entry from OMol25: 11 unconnected molecules or ions with the total composition CH25O14P at a distorted geometry (the ωB97M-V functional and the def2-TZVPD basis).

**LUMO level**: -0.24 eV
**Max |F|**: 3.65 eV/Å
**Gap between HOMO and LUMO**: 7.78 eV
**Net charge**: 0

Last column: natural (NBO) charge in e.
Atoms and positions in Å:
1 O 1.903040 1.964413 1.891340  -0.858
2 H 1.682253 0.925553 1.949268  0.537
3 H 2.798571 2.125073 2.232378  0.516
4 H 1.920077 2.227257 0.865880  0.552
5 O -0.072478 0.078315 -3.783314  -0.808
6 H 0.535130 -0.688490 -3.797049  0.537
7 H 0.349480 0.808111 -4.309311  0.568
8 H -0.031813 0.475891 -2.793646  0.544
9 O -0.713344 0.143977 0.568551  -0.905
10 H -1.283528 -0.628986 0.244618  0.550
11 H 0.071657 -0.108666 1.195791  0.537
12 H -0.246277 0.551727 -0.347384  0.537
13 O 3.192439 -1.467965 0.504494  -0.838
14 H 2.295523 -1.398180 1.021304  0.561
15 H 3.745492 -0.806823 0.965442  0.515
16 H 2.969340 -0.963811 -0.428980  0.545
17 C 1.014840 -0.990702 3.482179  -0.233
18 O 1.231227 -0.547914 2.180758  -0.973
19 H 0.453318 -1.935669 3.573915  0.157
20 H 1.941571 -1.235972 4.028306  0.154
21 H 0.467085 -0.261052 4.098220  0.151
22 P 1.826367 1.316185 -1.658830  2.562
23 O 2.473687 -0.107535 -1.443390  -1.249
24 O 2.344809 2.258810 -0.564223  -1.204
25 O 0.260638 1.178469 -1.550127  -1.206
26 O 2.173645 1.594642 -3.118604  -1.218
27 O -3.046040 0.437770 2.098560  -0.952
28 H -3.317541 -0.278217 2.686258  0.472
29 H -2.424127 0.960501 2.618794  0.486
30 O -2.250930 1.792630 -2.490114  -0.989
31 H -2.889093 1.346546 -1.905685  0.480
32 H -1.356603 1.556157 -2.131833  0.484
33 O -2.247487 -1.937651 -0.045150  -0.943
34 H -2.671739 -2.283209 -0.840442  0.503
35 H -2.540082 -2.514286 0.670214  0.487
36 O 0.526615 -1.929589 -1.327970  -1.023
37 H 0.883323 -2.515699 -2.003868  0.460
38 H 1.244741 -1.203304 -1.221590  0.501
39 O -4.395533 0.459387 -0.695688  -0.967
40 H -4.925302 1.252893 -0.549234  0.476
41 H -3.892931 0.349414 0.130161  0.496

Forces on atoms 1 to 6 (eV/Å):
-0.1 -0.4 0.6
-0.1 -0.2 0.6
-0.3 -0.1 -0.1
0.6 -0.1 -1.8
0.0 -0.1 -1.0
0.0 0.5 0.1

=====

No. 8
Entry from OMol25: a molecular structure, CH27LiO13 at a distorted geometry (the ωB97M-V functional and the def2-TZVPD basis).

**LUMO level**: -1.28 eV
**Max |F|**: 9.07 eV/Å
**Gap between HOMO and LUMO**: 8.17 eV
**Net charge**: 0

Last column: natural (NBO) charge in e.
Atoms and positions in Å:
1 Li 2.323325 -0.056189 -0.298225  0.954
2 C 0.075712 0.284731 0.249920  -0.321
3 O 0.521284 -0.880757 -0.477850  -1.067
4 H 0.604371 0.948736 -0.385248  0.152
5 H 0.401825 0.388647 1.180875  0.144
6 H -0.929823 0.575497 0.166376  0.187
7 O 0.994309 2.100830 3.630829  -0.901
8 H 0.325020 2.203944 2.823395  0.463
9 H 1.771228 1.984599 3.236144  0.441
10 O -2.610160 2.548003 -1.717454  -0.958
11 H -2.903401 2.803964 -2.601302  0.495
12 H -1.936017 1.933978 -1.852139  0.493
13 O 1.931778 2.971078 -2.204802  -0.958
14 H 1.265565 2.807058 -1.501630  0.487
15 H 2.423344 3.715512 -1.730474  0.459
16 O -1.220685 0.186094 -2.300621  -1.002
17 H -0.727495 -0.138017 -1.553408  0.492
18 H -1.822049 -0.608721 -2.637595  0.503
19 O -3.968804 0.251311 -0.818821  -0.974
20 H -4.088160 0.442236 0.210318  0.465
21 H -3.491012 1.047671 -1.156675  0.487
22 O 2.100321 -3.919848 -0.038646  -0.971
23 H 1.384324 -3.409639 -0.402556  0.489
24 H 1.815283 -4.855118 0.070991  0.478
25 O 1.061210 -2.843455 2.422471  -0.961
26 H 0.532308 -3.588653 2.573391  0.466
27 H 1.106623 -2.762017 1.479848  0.496
28 O -1.201562 -2.445657 0.238872  -0.984
29 H -1.833798 -2.011181 0.821769  0.477
30 H -0.751089 -1.743544 -0.081144  0.468
31 O -1.096224 -1.257324 2.897046  -0.958
32 H -0.111811 -1.072456 2.748036  0.479
33 H -0.905410 -2.212140 3.156756  0.472
34 O 3.148715 1.989818 0.180374  -0.931
35 H 4.048273 1.927954 -0.022058  0.482
36 H 3.187573 1.650889 1.087425  0.462
37 O -0.341149 3.339841 -0.594383  -0.951
38 H -1.035365 3.009259 -1.092492  0.479
39 H -0.511874 3.094001 0.387658  0.467
40 O 0.392432 -2.901291 -2.292444  -0.932
41 H -0.270712 -3.355701 -2.024391  0.451
42 H 0.341777 -2.143939 -1.778132  0.481

Forces on atoms 1 to 6 (eV/Å):
-0.9 -0.3 -0.6
1.4 -1.0 -4.9
0.9 0.4 1.1
0.1 2.5 0.1
1.3 0.0 4.5
-1.8 -0.1 0.1